Computed, not measured: a 2-piece molecular cluster, C7H12O4S2 overall in a non-equilibrium geometry, with the ωB97M-V functional and the def2-TZVPD basis.

Last columns: bonded neighbours and bond lengths (Å).
Geometry (Å):
1 C 3.451 1.237 0.016  C3 1.297, H14 1.086, H15 1.126
2 C -4.138 0.333 1.089  C4 1.269, H16 1.059, H17 1.169
3 C 2.849 0.283 -0.623  C1 1.297, S12 1.692, H18 1.134
4 C -3.500 0.787 0.091  C2 1.269, S13 1.757, H19 1.006
5 C 0.897 -2.392 -0.975  C7 1.360, H20 1.070, H21 1.096
6 C 0.739 -1.212 1.347  C7 1.492, H23 1.082, H24 1.069, H25 1.064
7 C 0.735 -1.332 -0.140  C5 1.360, C6 1.492, S12 1.782
8 O 0.643 1.262 0.118  S12 1.448
9 O 0.878 0.310 -2.232  S12 1.465
10 O -1.800 2.153 -1.003  S13 1.687, H22 0.972
11 O -1.434 -0.462 -0.685  S13 1.498
12 S 1.165 0.268 -0.796  C3 1.692, C7 1.782, O8 1.448, O9 1.465
13 S -1.744 0.819 0.028  C4 1.757, O10 1.687, O11 1.498
14 H 4.532 1.329 0.083  C1 1.086
15 H 2.871 2.024 0.575  C1 1.126
16 H -5.193 0.409 1.062  C2 1.059
17 H -3.694 0.070 2.138  C2 1.169
18 H 3.368 -0.681 -0.917  C3 1.134
19 H -3.889 0.974 -0.818  C4 1.006
20 H 0.699 -3.422 -0.764  C5 1.070
21 H 1.257 -2.089 -1.966  C5 1.096
22 H -1.092 2.766 -0.743  O10 0.972
23 H 1.762 -0.918 1.545  C6 1.082
24 H 0.122 -0.411 1.691  C6 1.069
25 H 0.518 -2.107 1.878  C6 1.064

For the energy above the lowest of the compared OMol25 structures with the same formula, charge and spin, the calculation gives 80.1 kcal/mol. The calculation puts the gap between HOMO and LUMO at 9.4 eV. The HOMO energy comes out at -0.3287 hartree.

Here are the Löwdin charges for atoms 1 to 4, given in e:
1. C 0.009
2. C -0.036
3. C -0.278
4. C -0.336